A:
Formula: C4H10O2
Source: the OMol25 dataset
Level of theory: ωB97M-V/def2-TZVPD

Last column: Löwdin charge in e.
Element x y z (Å)
C: -0.3842 -1.1724 1.8546  -0.062
C: -0.3071 -0.4163 0.5283  -0.509
O: -0.8301 0.8732 0.7869  -0.055
C: 1.1306 -0.3442 -0.0290  -0.057
C: -0.0751 0.9840 -2.7073  0.028
O: -0.4635 1.9161 -1.8542  -0.092
H: -1.4207 -1.1955 2.2134  0.081
H: -0.0315 -2.2043 1.7505  0.079
H: 0.2203 -0.6642 2.6141  0.083
H: -0.9470 -0.9580 -0.1917  0.127
H: -0.8052 1.3599 -0.0474  0.042
H: 1.4979 -1.3601 -0.2205  0.084
H: 1.7649 0.1317 0.7258  0.084
H: -0.6833 0.0813 -2.4310  0.013
H: 1.2915 0.2399 -0.9572  0.041
H: 0.0428 2.7288 -2.0352  0.113

The HOMO energy is -9.32 eV. The calculation puts the frontier orbital gap at 9.5 eV. The multiplicity is 1.

***

B:
Formula: C4H10O2
Source: the OMol25 dataset
Level of theory: ωB97M-V/def2-TZVPD

Last column: Löwdin charge in e.
Element x y z (Å)
C: -0.0053 0.6163 -1.3238  0.016
C: 0.8324 -0.1914 -0.6631  -0.510
C: 1.0954 -1.6197 -1.0357  -0.049
O: 1.5459 0.1807 0.4342  0.016
H: -0.1451 1.6530 -1.0327  0.052
H: -0.5477 0.2505 -2.1877  0.059
H: 0.9812 -2.2669 -0.1592  0.081
H: 2.1220 -1.7353 -1.4008  0.086
H: 0.4042 -1.9465 -1.8168  0.080
H: 1.2832 1.0844 0.6858  0.074
H: -1.9646 -1.3799 0.8260  0.056
H: -1.5506 -0.9891 0.3454  0.025
C: -1.0217 1.5747 1.8405  -0.118
O: -0.1985 2.3347 1.3850  -0.027
H: -0.7758 0.5212 2.0627  0.069
H: -2.0550 1.9132 2.0403  0.091

The HOMO energy is -8.74 eV. The calculation puts the frontier orbital gap at 9.2 eV. The multiplicity is 1.

***

C:
Formula: C4H10O2
Source: the OMol25 dataset
Level of theory: ωB97M-V/def2-TZVPD

Last column: Löwdin charge in e.
Element x y z (Å)
C: -1.3117 -1.2168 0.1598  -0.046
C: 0.0664 -0.6154 0.3841  -0.384
O: 1.0797 -1.6022 0.1826  -0.045
C: 0.3287 0.6293 -0.5161  -0.414
C: 0.0994 1.9286 0.2443  -0.048
O: 1.6529 0.6261 -0.9975  -0.036
H: -1.4084 -1.5570 -0.8808  0.088
H: -2.1047 -0.4835 0.3393  0.086
H: -1.4724 -2.0736 0.8218  0.085
H: 0.1776 -0.3199 1.4341  0.146
H: 0.8033 -2.1711 -0.5483  0.104
H: -0.3661 0.5884 -1.3744  0.139
H: -0.9391 2.0360 0.5797  0.081
H: 0.7598 1.9626 1.1182  0.086
H: 0.3482 2.7792 -0.3973  0.082
H: 2.0190 -0.2361 -0.7405  0.076

The HOMO energy is -9.97 eV. The calculation puts the frontier orbital gap at 10.8 eV. The multiplicity is 1.

***

D:
Formula: C4H10O2
Source: the OMol25 dataset
Level of theory: ωB97M-V/def2-TZVPD

Last column: Löwdin charge in e.
Element x y z (Å)
C: 2.4751 -0.2642 -1.0208  -0.106
O: 1.5112 0.6191 -0.4479  -0.176
H: 0.3636 0.3897 -0.8816  0.124
H: 3.3768 -0.2617 -0.4072  0.086
H: 2.7214 0.0904 -2.0219  0.085
H: 2.0911 -1.2878 -1.0866  0.083
C: -2.1796 0.4558 1.4013  -0.016
C: -0.9379 -0.0293 0.7063  -0.480
C: -0.9184 -0.2637 -0.6960  -0.051
O: 0.1271 -0.1091 1.4009  -0.020
H: 1.1077 0.2387 0.5301  0.078
H: -1.9276 1.1956 2.1612  0.085
H: -2.9021 0.8757 0.7028  0.078
H: -2.6443 -0.3965 1.9043  0.092
H: -0.4374 -1.1932 -0.9962  0.076
H: -1.8268 -0.0595 -1.2487  0.062

The HOMO energy is -8.82 eV. The calculation puts the frontier orbital gap at 9.8 eV. The multiplicity is 1.

***

Relative calculated energies, zero for the most stable structure, unit eV: A 3.086; B 1.978; C 0.000; D 1.879.

***

A:
Formula: C4H10O2
Source: the OMol25 dataset
Level of theory: ωB97M-V/def2-TZVPD

Last column: Löwdin charge in e.
Element x y z (Å)
C: -0.1922 1.2889 -1.3291  -0.012
O: -0.2633 1.6321 0.1950  -0.212
C: -0.6743 0.5103 0.9659  -0.172
C: 0.4129 -0.5705 0.6944  -0.421
C: -0.1750 -1.8074 0.0436  -0.048
O: 1.4094 0.0330 -0.1041  -0.111
H: 0.3927 0.5026 -1.8747  0.109
H: -1.2288 1.0789 -1.5250  0.077
H: 0.2038 2.2303 -1.6860  0.088
H: -1.6830 0.2046 0.6485  0.118
H: -0.7500 0.7255 2.0480  0.130
H: 0.9333 -0.8397 1.6150  0.133
H: 0.6178 -2.4733 -0.3039  0.082
H: -0.8211 -1.5566 -0.8070  0.078
H: -0.7917 -2.3413 0.7753  0.085
H: 1.2688 0.9837 0.1213  0.077

The HOMO energy is -9.47 eV. The calculation puts the frontier orbital gap at 10.5 eV. The multiplicity is 1.

***

B:
Formula: C4H10O2
Source: the OMol25 dataset
Level of theory: ωB97M-V/def2-TZVPD

Last column: Löwdin charge in e.
Element x y z (Å)
C: -1.2142 -1.3347 0.7341  -0.098
C: -0.5004 -0.8293 -0.4977  -0.246
C: -0.3370 0.5085 -0.8029  -0.132
C: -0.6443 1.6585 0.0931  -0.080
H: -2.2971 -1.3487 0.5913  0.078
H: -0.8754 -2.3465 0.9598  0.073
H: -0.9975 -0.7307 1.6143  0.068
H: -0.5274 -1.5060 -1.3480  0.114
H: -0.0454 0.7626 -1.8141  0.118
H: -0.6334 1.3763 1.1439  0.073
H: 0.0916 2.4504 -0.0455  0.081
H: -1.6388 2.0497 -0.1460  0.090
O: 1.8216 -0.0290 -0.0174  -0.239
O: 3.1641 -0.0964 -0.5425  -0.096
H: 0.9666 -0.8263 -0.1343  0.124
H: 3.6668 0.2415 0.2121  0.074

The HOMO energy is -9.04 eV. The calculation puts the frontier orbital gap at 9.9 eV. The multiplicity is 1.

***

C:
Formula: C4H10O2
Source: the OMol25 dataset
Level of theory: ωB97M-V/def2-TZVPD

Last column: Löwdin charge in e.
Element x y z (Å)
C: -2.1332 -0.6291 -0.0960  -0.091
C: -1.0643 0.3012 0.4630  -0.178
C: 0.2181 0.1832 -0.2820  -0.432
O: 0.2768 -0.4443 -1.3326  0.054
C: 1.4958 0.9580 0.0481  -0.252
O: 2.4776 0.2358 -0.6386  -0.158
H: -3.1014 -0.4030 0.3545  0.074
H: -2.2111 -0.5141 -1.1803  0.079
H: -1.8893 -1.6773 0.1051  0.084
H: -1.3446 1.3544 0.3319  0.132
H: -0.9041 0.1562 1.5378  0.126
H: 1.6619 1.1074 1.1285  0.130
H: 1.3771 1.9441 -0.4168  0.132
H: 1.8204 -0.2224 -1.3207  0.099
H: 1.3443 -1.2912 0.8262  0.101
H: 1.9759 -1.0587 0.4718  0.101

The HOMO energy is -10.12 eV. The calculation puts the frontier orbital gap at 11.0 eV. The multiplicity is 1.

***

Relative calculated energies, zero for the most stable structure, unit eV: A 0.331; B 3.159; C 0.000.